Entry 1:
C56H39Cl4IIrN7 as an isolated structure, computed with ωB97M-V/def2-TZVPD.

Values from the calculation:
E_HOMO: -0.2422 Ha
F_max: 3.624 eV/A

Geometry as XYZ:
```
108
Properties=species:S:1:pos:R:3:forces:R:3
Ir -0.221687 0.383304 0.071540 0.36 0.26 -0.89
Cl 7.005313 5.046504 3.087540 0.10 0.07 -0.01
C 5.582613 4.106004 2.829140 -0.42 -0.15 -0.16
C 5.376013 2.946204 3.561440 0.21 0.21 -0.03
C 4.238213 2.196304 3.366540 -0.42 0.04 -0.18
C 3.249613 2.575804 2.442840 1.08 0.84 0.49
C 3.501313 3.753104 1.701940 -0.27 -0.60 0.08
C 4.640213 4.502004 1.887640 0.43 0.16 0.18
C 2.043313 1.841104 2.158740 -1.78 -1.24 -0.12
C 0.909213 2.612004 1.711640 0.76 -0.83 -0.24
C 0.562013 3.876904 2.257040 -0.78 0.80 -0.17
C -0.646387 4.228604 1.717740 0.79 0.10 0.64
C -0.999087 3.207804 0.792740 -0.50 -0.35 -0.73
C -2.072887 3.231704 -0.109360 0.76 -0.39 0.29
C -2.993187 4.378304 -0.095060 -0.31 0.36 0.02
C -2.546387 5.698404 -0.160860 -0.02 -0.19 -0.09
C -3.438287 6.753704 -0.133960 -0.14 0.09 0.06
C -4.798587 6.499104 -0.043060 0.21 -0.22 -0.07
Cl -5.914287 7.812004 0.001340 -0.16 0.19 0.00
C -5.268687 5.195604 -0.000160 -0.06 0.13 0.04
C -4.369087 4.149504 -0.020660 0.21 0.04 0.07
C -2.318787 2.239604 -1.080360 0.24 -0.15 0.23
N -1.730987 1.008504 -1.137060 0.09 0.14 0.05
C -2.193787 0.374704 -2.258260 0.10 -0.23 -0.02
C -1.867787 -0.940596 -2.630260 0.49 -0.23 1.06
C -2.458287 -1.512496 -3.842060 -0.23 -0.20 -0.55
C -3.832987 -1.458596 -4.081860 0.22 -0.13 0.07
C -4.378387 -2.018896 -5.220360 -0.01 -0.09 -0.16
C -3.547387 -2.646496 -6.135960 0.14 0.13 0.13
Cl -4.225187 -3.350196 -7.562360 -0.04 -0.05 -0.10
C -2.177287 -2.709296 -5.922460 -0.18 -0.10 -0.14
C -1.642087 -2.151396 -4.778560 -0.09 0.20 0.16
C -1.125287 -1.822496 -1.800260 -0.60 0.88 -0.64
C -1.207687 -3.242396 -1.842160 0.21 -0.67 0.43
C -0.715287 -3.712396 -0.651460 -0.53 -0.21 -0.86
C -0.287087 -2.580196 0.083740 0.17 0.95 0.35
N -0.506687 -1.453496 -0.646460 0.19 -0.74 0.52
C 0.186613 -2.579896 1.415740 0.65 0.03 -0.48
C 0.968013 -1.561096 1.986740 -0.52 0.43 -0.69
C 1.838413 -1.685896 3.093340 0.80 0.72 0.68
C 2.430613 -0.461596 3.271140 0.22 -1.20 0.09
C 1.864613 0.433904 2.324240 -0.16 1.42 -0.58
N 0.986813 -0.266796 1.539640 -0.41 -0.48 0.22
C -0.109787 -3.824696 2.148640 -0.02 -0.16 0.17
C -1.431087 -3.993796 2.580440 0.34 -0.38 -0.06
C -1.813887 -5.172796 3.196040 -0.01 0.00 -0.07
C -0.879687 -6.182796 3.373040 0.08 0.21 -0.12
Cl -1.354087 -7.666196 4.114240 -0.09 -0.10 0.09
C 0.436113 -6.015996 2.972940 -0.12 -0.03 0.08
C 0.817913 -4.833196 2.367840 -0.20 0.12 0.00
C -3.059087 1.266204 -2.962560 -0.12 0.44 0.11
C -3.159787 2.404904 -2.218760 -0.06 -0.38 -0.43
N -0.046787 2.212604 0.850640 -0.06 0.10 0.35
H 6.107013 2.641004 4.291140 0.11 -0.05 0.11
H 4.107113 1.323104 3.975440 0.00 -0.08 0.08
H 2.798213 4.050204 0.936640 0.02 0.02 -0.02
H 4.810813 5.388804 1.296940 0.02 0.08 -0.03
H 1.119613 4.398404 3.010640 0.10 0.10 0.10
H -1.237187 5.092204 1.949140 -0.05 0.13 0.08
H -1.489887 5.900204 -0.258460 0.07 0.00 -0.01
H -3.082487 7.771904 -0.180260 0.00 0.07 -0.03
H -6.327487 4.998704 0.058040 -0.11 0.05 0.03
H -4.736087 3.135904 0.042640 -0.01 -0.09 -0.01
H -4.484587 -0.998696 -3.353360 -0.05 0.06 0.03
H -5.441187 -1.974496 -5.401060 -0.09 -0.03 -0.01
H -1.541287 -3.189196 -6.650960 0.03 -0.04 -0.04
H -0.576187 -2.190596 -4.607060 0.10 0.02 0.01
H -1.629087 -3.817896 -2.642260 -0.07 -0.12 -0.15
H -0.648587 -4.730296 -0.317860 0.02 -0.18 0.01
H 2.020313 -2.585796 3.645540 -0.10 -0.09 0.25
H 3.159113 -0.241196 4.021840 0.02 0.01 0.16
H -3.138087 -2.932396 3.242340 0.08 0.27 -0.09
H -2.822887 -5.304696 3.555740 -0.07 -0.04 0.09
H 1.150713 -6.806996 3.133940 0.05 -0.08 0.05
H 1.840913 -4.697196 2.049340 0.08 0.03 -0.06
H -3.511187 1.078204 -3.914560 -0.12 -0.04 -0.17
H -3.721987 3.286704 -2.456460 -0.08 0.13 -0.05
I -0.332987 -2.614896 5.865540 -0.17 0.07 -0.31
C -2.409587 -2.834096 2.417640 0.23 0.28 -0.29
C -3.120387 -2.699596 1.112940 0.67 2.02 -0.51
N -2.911387 -1.461296 0.658240 -1.06 -3.44 0.40
N -2.102287 -0.721696 1.433740 0.90 1.04 1.57
C -1.743187 -1.485896 2.435040 -0.80 0.38 -0.29
H -3.732587 -3.411596 0.601040 -0.21 -0.15 -0.27
H -3.228587 -1.082596 -0.223260 0.01 0.15 -0.24
H -1.209487 -1.089796 3.275140 0.38 0.00 0.37
C 3.566113 -2.625796 -0.298460 0.11 0.07 0.01
N 4.285313 -1.384396 -0.468360 0.18 0.03 -0.32
C 5.483213 -1.328796 0.336640 -0.14 0.00 -0.03
C 3.430313 -0.223396 -0.301560 -0.06 -0.18 0.35
C 2.526313 0.027104 -1.487260 0.14 -0.03 0.03
C 3.149913 -0.186696 -2.717460 -0.04 0.00 -0.04
C 2.560013 0.163704 -3.910660 0.03 0.08 -0.08
C 1.371213 0.866204 -3.868060 -0.03 0.02 -0.03
C 0.739913 1.074804 -2.654860 0.03 0.20 -0.20
C 1.234313 0.571204 -1.450160 -0.73 0.05 0.71
H 4.166413 -3.444996 -0.695960 -0.05 -0.10 0.03
H 2.630913 -2.571596 -0.853460 -0.10 -0.09 -0.07
H 3.335813 -2.837196 0.758740 -0.05 -0.01 0.05
H 6.086513 -2.211696 0.122640 0.08 0.02 0.09
H 5.268713 -1.299796 1.417840 0.04 -0.04 0.06
H 6.057413 -0.439696 0.073740 0.05 -0.01 0.04
H 4.078513 0.656804 -0.207960 -0.03 -0.05 0.05
H 2.860613 -0.303096 0.620240 0.20 0.01 -0.22
H 4.127213 -0.646996 -2.694660 0.04 -0.04 -0.04
H 3.046113 -0.053996 -4.848560 0.08 0.00 -0.14
H 0.919113 1.246004 -4.771360 -0.06 0.07 -0.14
H -0.158287 1.667204 -2.676060 -0.14 -0.03 0.05
```
Positions in Å, forces in eV/Å.


Entry 2:
C56H41GeHfN8OSe as an isolated structure, computed with ωB97M-V/def2-TZVPD.

Values from the calculation:
E_HOMO (alpha / beta): -0.5975 / -0.5975 Ha
Spin multiplicity: 2
Charge: +4
F_max: 4.084 eV/A

Geometry as XYZ:
```
109
Properties=species:S:1:pos:R:3:forces:R:3
Hf 18.783131 12.868907 15.630356 0.87 -0.01 1.21
C 20.777094 12.815372 17.969244 0.23 -0.93 -2.11
C 21.480008 13.090205 16.764235 -0.64 0.60 1.37
C 21.544938 12.141715 15.784399 -0.98 -1.17 0.50
C 20.973162 10.861629 16.033665 0.59 1.21 -0.13
C 20.333653 10.567655 17.222798 -0.92 -0.98 -0.24
C 20.174899 11.577816 18.168118 -0.27 0.15 0.62
H 20.715755 13.573312 18.669789 -0.14 1.35 1.44
H 21.972791 14.045533 16.627412 -0.12 0.02 0.20
H 22.053194 12.423154 14.903844 0.54 -0.36 -1.05
H 21.175188 10.090766 15.349718 -0.02 -0.95 -0.89
H 19.907727 9.534659 17.359536 0.54 1.27 0.04
H 19.609917 11.393418 19.089211 0.30 0.04 -0.35
C 8.566086 6.901550 23.637616 0.31 -1.09 -2.66
O 9.855375 6.447896 22.923933 -0.06 0.85 0.63
C 10.779555 7.266810 22.515028 -0.63 1.19 1.88
C 11.847699 6.669452 21.853336 0.49 -1.59 -2.15
C 12.752105 7.388706 21.151856 0.59 -0.21 1.06
C 12.878176 8.753186 21.348156 -2.01 1.03 0.03
C 11.987745 9.418753 22.246581 -1.45 -1.65 0.90
C 10.900219 8.701298 22.836919 2.14 0.01 -1.43
C 13.695678 9.463946 20.406767 0.96 -2.84 -0.29
N 14.130725 8.861153 19.271243 0.11 3.11 0.39
C 14.929259 9.886527 18.735113 0.01 -1.61 -0.26
C 15.050417 10.950768 19.607685 1.06 0.05 -1.30
N 14.285701 10.623795 20.687328 0.44 2.29 0.79
C 15.942954 12.049970 19.253245 -1.68 -0.45 2.79
C 16.137751 13.144085 20.106907 -1.35 0.31 1.34
C 16.874919 14.197094 19.742689 1.21 0.95 -1.37
C 17.557011 14.124058 18.525933 -1.27 -1.90 -0.23
N 17.452457 13.066319 17.705199 -0.17 -0.13 0.13
C 16.599058 12.023092 18.079043 2.12 0.01 -3.06
C 16.526814 10.861145 17.129935 0.76 2.66 1.98
N 17.372758 10.972234 16.050499 -0.83 -1.61 -0.34
C 17.377364 9.886448 15.252334 -1.55 0.21 0.92
C 16.587744 8.720093 15.560048 2.48 2.23 -2.36
C 15.794670 8.683152 16.610716 -1.79 -0.21 2.53
C 15.714107 9.808189 17.503296 -0.03 -1.18 -0.84
H 8.110435 5.914557 23.974362 0.42 1.63 -0.68
H 8.117787 7.459192 22.757854 -0.41 -0.91 1.49
H 8.801523 7.566134 24.428338 0.31 0.41 0.85
H 11.822872 5.606381 21.654545 -0.16 -0.15 0.41
H 13.548987 6.978505 20.587224 0.15 -0.94 -0.64
H 12.203746 10.457252 22.443261 -0.59 0.18 0.29
H 10.235197 9.113221 23.565031 -0.27 0.53 0.07
H 14.281244 11.081046 21.617647 -0.12 -0.36 -1.13
H 15.604587 13.304825 21.044837 -0.12 -0.72 -0.15
H 16.931462 15.149762 20.238466 -0.04 -0.09 0.63
H 18.069398 14.971686 18.201625 1.03 0.67 -0.65
H 17.832769 10.024415 14.292711 0.55 -0.43 -0.15
H 16.584752 7.933478 14.855370 0.19 -0.79 -0.57
H 15.245983 7.749812 16.720649 -0.29 0.41 0.56
Se 14.599398 12.859795 8.942509 0.68 0.39 1.18
N 14.494379 13.743640 10.506152 -0.15 -0.31 0.04
C 15.477816 13.323348 11.282105 -1.09 1.07 -0.57
C 15.685324 13.807261 12.647387 -1.25 -0.90 -0.22
C 14.766304 14.617387 13.325963 1.19 0.46 -0.09
C 15.072222 15.123976 14.578196 -1.52 -0.29 -1.16
C 16.136801 14.561250 15.223683 1.64 0.62 1.31
N 17.009846 13.708006 14.644697 -1.45 -0.56 -0.61
C 16.719257 13.272069 13.358087 1.52 1.01 1.25
C 17.673763 12.382264 12.746131 0.48 -0.60 -1.10
N 18.788055 12.052270 13.431316 0.31 -0.62 0.94
C 19.623645 11.139983 12.908245 -1.28 0.14 -2.70
C 19.443275 10.580456 11.595472 -0.28 0.37 1.21
C 18.337633 10.971865 10.851436 1.39 0.24 0.92
C 17.478443 11.897522 11.445126 -0.36 0.02 -0.25
C 16.354286 12.398080 10.689509 -0.04 -0.44 -0.34
N 16.080202 12.019643 9.461706 -0.12 -0.10 -0.07
H 13.911484 14.894081 12.776512 -1.02 0.56 -0.43
H 14.415897 15.899837 14.979422 0.42 -0.44 0.37
H 16.382119 14.912676 16.245574 -0.13 -0.44 -0.86
H 20.476182 10.846890 13.436081 1.06 -0.14 0.92
H 20.154585 9.845769 11.214502 -0.13 0.32 0.19
H 18.215741 10.665883 9.823244 -0.29 -0.13 -0.01
C 16.113287 19.041065 16.718417 0.12 -0.66 1.68
C 16.428623 18.819981 15.407672 0.90 -0.91 -0.53
C 17.337238 17.786552 15.105047 0.06 -0.04 -0.50
C 17.872288 16.960971 16.090506 0.46 0.79 -0.71
C 17.600124 17.270846 17.416210 -0.02 -0.62 0.47
C 16.700595 18.248887 17.768103 -0.29 0.94 -1.18
Ge 19.310614 15.682859 15.822751 0.65 -0.60 0.08
C 20.926128 16.287079 16.818241 0.65 -0.24 -1.96
C 20.959692 16.292893 18.178439 -1.41 0.40 2.13
C 21.991090 16.814021 18.967723 -0.19 -0.50 0.99
C 23.183962 17.206027 18.364220 -1.70 -1.26 -1.22
C 23.188536 17.115166 16.959978 -0.03 0.81 -0.85
C 22.115585 16.712358 16.153202 -0.83 0.13 2.61
C 19.856704 15.238611 13.959379 -0.69 0.53 1.24
C 19.018408 15.391362 12.844468 1.09 -0.95 -0.37
C 19.492037 14.953253 11.617929 -1.08 1.34 -2.28
C 20.786231 14.505917 11.403778 0.11 -1.14 0.92
C 21.578371 14.337736 12.515854 0.31 0.43 0.66
C 21.137143 14.732404 13.789519 0.76 -0.99 -0.92
H 15.429797 19.841824 16.932206 -0.15 0.16 0.39
H 16.034796 19.438053 14.606770 0.04 -0.01 0.19
H 17.704985 17.681104 14.082729 -0.34 0.00 0.12
H 18.167930 16.711304 18.165357 -0.41 0.61 0.13
H 16.547392 18.436145 18.821313 -0.29 0.31 -0.08
H 20.051144 16.030528 18.778698 0.70 0.01 -0.66
H 21.730001 16.825345 20.063210 0.99 0.20 -1.18
H 24.075675 17.456545 18.868005 0.61 0.61 0.66
H 23.998326 17.567357 16.405566 0.49 -0.26 0.17
H 22.138533 16.861001 15.107038 0.22 0.00 -0.91
H 18.041075 15.815107 12.918034 -0.47 0.19 0.10
H 18.904492 15.140765 10.679103 0.21 -0.30 1.14
H 21.183637 14.124946 10.471093 -0.38 0.44 -0.28
H 22.577268 13.959607 12.399693 0.34 -0.11 0.01
H 21.869301 14.609925 14.588422 -0.48 0.32 -0.01
```
Positions in Å, forces in eV/Å.


Energy relative to the best compared isomer or geometry (same formula, charge and spin)? In order: 2.7887, 0.2522 eV.